1.
This record from the Open Molecules 2025 dataset describes a 11-piece molecular cluster, H22O11 overall at a distorted geometry. The level of theory is ωB97M-V/def2-TZVPD.

Structure (ORCA input):
```
! RIJCOSX wB97M-V def2-TZVPD def2/J DEFGRID3
* xyz 0 1
H -11.015 -27.816 17.922
H -9.633 -27.350 18.500
H -9.126 -31.124 16.881
H -9.911 -30.101 12.302
O -11.527 -30.462 15.420
H -7.817 -28.899 16.042
H -11.131 -30.796 14.668
O -11.035 -32.338 13.214
O -8.359 -29.558 16.522
O -10.520 -30.392 11.674
H -11.118 -29.578 15.514
O -9.798 -31.778 16.817
H -14.125 -31.043 14.133
H -12.887 -28.954 17.572
H -12.531 -31.895 12.792
H -8.935 -29.015 17.067
H -13.203 -30.242 15.051
H -9.931 -27.115 14.695
O -13.425 -31.702 12.531
H -10.101 -30.059 10.909
O -14.074 -30.226 14.663
O -8.596 -29.842 13.842
H -8.408 -30.635 14.309
H -10.545 -31.286 16.368
H -8.996 -29.324 14.538
H -13.606 -32.138 11.745
O -10.103 -27.840 17.802
O -12.563 -29.015 18.481
H -10.485 -27.517 15.991
H -13.214 -28.456 18.929
H -10.366 -32.964 13.453
O -10.449 -27.824 15.054
H -10.839 -31.905 12.408
*
```

Results
- calculated total energy (Eh) = -840.8099
- structure (SMILES) = O.O.O.O.O.O.O.O.O.O.O
- energy above the lowest of the compared OMol25 structures with the same formula, charge and spin (kcal per mole) = 44.1
- frontier orbital gap (eV) = 9.244

2.
This record from the Open Molecules 2025 dataset describes a 11-piece molecular cluster, H22O11 overall at a distorted geometry. The level of theory is ωB97M-V/def2-TZVPD.

Structure (ORCA input):
```
! RIJCOSX wB97M-V def2-TZVPD def2/J DEFGRID3
* xyz 0 1
H 0.224 -0.274 -2.413
H -3.192 -3.373 -0.481
O -3.148 1.446 0.162
H 1.206 2.000 1.275
H -0.465 4.479 0.693
H -2.544 -4.561 -1.173
H -0.514 -1.283 3.678
O 0.092 -1.997 3.909
H -3.219 1.996 -0.626
O -0.793 0.161 -0.576
H -0.191 -1.873 -2.744
O 1.519 -2.299 -1.919
H 0.918 -1.752 3.478
H 1.993 -1.574 -1.496
H -1.123 3.026 3.231
O 3.344 -1.576 0.481
H -2.441 1.856 0.672
O 0.596 0.012 -3.256
H -1.003 0.896 0.011
H 4.009 -1.068 0.002
O 1.131 1.250 0.674
O -0.315 3.074 3.754
H -0.074 2.152 3.898
H 0.902 3.817 0.623
H 1.512 0.224 -3.048
H 0.740 -2.425 -1.365
O 0.470 4.645 0.862
H 2.034 0.922 0.595
H 2.507 -1.180 0.211
H 0.119 -0.061 -0.358
O -0.543 -1.937 -3.639
H -0.943 -1.075 -3.796
O -2.807 -3.646 -1.321
*
```

Results
- calculated total energy (Eh) = -840.7124
- structure (SMILES) = O.O.O.O.O.O.O.O.O.O.O
- energy above the lowest of the compared OMol25 structures with the same formula, charge and spin (kcal per mole) = 105.3
- frontier orbital gap (eV) = 8.521

3.
This record from the Open Molecules 2025 dataset describes a 11-piece molecular cluster, H22O11 overall. The level of theory is ωB97M-V/def2-TZVPD.

Structure (ORCA input):
```
! RIJCOSX wB97M-V def2-TZVPD def2/J DEFGRID3
* xyz 0 1
H 2.560 9.855 6.279
O 4.434 7.849 6.454
H 3.949 14.840 6.271
O 6.416 12.797 7.794
O 3.343 11.990 9.314
O 3.960 13.882 6.367
O 4.110 10.532 3.781
O 2.035 9.959 5.470
H 5.198 11.329 7.520
H 5.724 9.140 10.105
H 4.283 11.319 6.291
H 3.488 7.966 6.584
H 1.165 10.239 5.777
O 5.039 8.667 9.613
H 3.194 12.185 3.784
O 2.786 12.993 4.167
H 4.949 10.113 4.006
H 6.549 10.387 7.512
H 3.518 10.275 4.517
H 4.826 8.703 6.688
O 5.669 11.883 10.773
H 2.816 12.552 8.732
H 6.754 12.942 6.903
H 4.690 9.324 9.005
O 7.116 9.802 8.029
H 1.856 12.944 3.921
H 3.495 13.540 5.549
O 4.651 10.741 6.976
H 5.472 12.335 11.599
H 3.098 11.088 9.073
H 4.839 11.928 10.257
H 6.739 8.921 7.917
H 5.579 13.278 7.812
*
```

Results
- calculated total energy (Eh) = -840.8303
- structure (SMILES) = O.O.O.O.O.O.O.O.O.O.O
- energy above the lowest of the compared OMol25 structures with the same formula, charge and spin (kcal per mole) = 31.3
- frontier orbital gap (eV) = 10.163